Run i
Density functional theory data (ωB97M-V/def2-TZVPD) for a gas-phase ion, C12H17N2O (charge +1).

Calculated values
LUMO level (spin up / spin down): -4.822 / -4.821 eV
frontier orbital gap (spin up / spin down): 0.2777 / 0.2778 hartree
HOMO energy (spin up / spin down): -12.4 / -12.4 eV
total charge: +1

Each line ends with the natural charge from an NBO analysis.
Atoms and positions in Å:
O (1.090, 0.598, -2.117)  -0.5681
N (1.408, 1.878, -0.201)  -0.4216
N (-0.440, -1.072, -0.112)  -0.2541
C (0.750, -0.273, 0.195)  -0.0200
C (1.139, -2.827, -0.777)  -0.1081
C (1.110, 0.763, -0.904)  0.6744
C (2.267, -2.129, -0.394)  -0.2258
C (2.134, 2.837, -0.938)  -0.4423
C (1.424, 1.765, 1.231)  -0.2102
C (2.029, -0.967, 0.194)  -0.0896
C (0.556, 0.460, 1.520)  -0.3996
C (-3.021, -1.029, -0.128)  -0.5059
C (-0.112, -2.270, -0.726)  -0.0581
C (-4.214, -0.105, 0.390)  -0.6129
C (-1.618, -0.536, 0.054)  0.2510
H (-0.817, -2.944, -1.064)  0.2327
H (-4.560, 0.773, -0.065)  0.2338
H (-3.235, -1.122, -1.174)  0.2655
H (-3.998, 0.161, 1.530)  0.2099
H (2.753, -0.277, 0.375)  0.2154
H (-1.836, 0.522, 0.353)  0.2367
H (3.265, -2.367, -0.642)  0.2493
H (0.945, 2.711, 1.608)  0.2249
H (2.533, 2.384, -1.905)  0.2552
H (-3.230, -1.988, 0.352)  0.2583
H (2.904, 3.352, -0.318)  0.2182
H (2.434, 1.745, 1.699)  0.2110
H (1.547, 3.737, -1.106)  0.2189
H (-5.133, -0.747, 0.313)  0.2444
H (-0.434, 0.696, 1.739)  0.2257
H (1.237, -3.715, -1.323)  0.2417
H (1.124, -0.013, 2.338)  0.2493

***

Run ii
Density functional theory data (ωB97M-V/def2-TZVPD) for a gas-phase ion, C12H17N2O (charge +1).

Calculated values
LUMO level (spin up / spin down): -4.134 / -3.951 eV
frontier orbital gap (spin up / spin down): 0.2536 / 0.2864 hartree
HOMO energy (spin up / spin down): -11.0 / -11.7 eV
total charge: +1

Each line ends with the natural charge from an NBO analysis.
Atoms and positions in Å:
O (-1.419, -1.336, -0.061)  -0.5487
N (1.835, -0.337, 1.182)  -0.4197
N (-1.162, 1.245, -1.624)  -0.4215
C (0.227, -0.662, -2.562)  -0.4002
C (-1.011, 0.936, -0.249)  -0.1649
C (0.662, -1.084, 1.235)  0.0510
C (0.080, 0.845, -2.309)  -0.2362
C (-0.026, -1.206, -0.051)  0.5418
C (0.993, -1.521, 3.582)  -0.1492
C (0.240, -1.702, 2.437)  -0.2272
C (2.112, -0.710, 3.628)  -0.2373
C (2.490, -0.181, 2.382)  0.0538
C (-1.444, 2.817, -1.751)  -0.3920
C (0.753, -1.406, -1.276)  -0.5193
C (-1.977, -0.112, 0.531)  -0.0804
H (-1.912, 0.053, 1.544)  0.2035
H (0.979, -0.813, -3.418)  0.2624
H (0.894, -2.540, -1.486)  0.2668
H (2.559, -0.490, 4.608)  0.2490
H (-0.821, -0.982, -2.912)  0.2103
H (-0.359, 3.197, -1.866)  0.2481
H (0.857, -2.266, 4.373)  0.2327
H (0.851, 1.069, -1.568)  0.2429
H (-1.931, 0.618, -2.034)  0.4381
H (0.165, 1.406, -3.261)  0.2309
H (1.661, -0.955, -1.066)  0.2653
H (-3.004, -0.016, 0.186)  0.1931
H (-0.910, 1.823, 0.344)  0.1915
H (-2.007, 3.199, -0.831)  0.2471
H (-2.120, 2.854, -2.589)  0.2297
H (-0.665, -2.186, 2.515)  0.2278
H (3.413, 0.437, 2.365)  0.2108

***

Least stable structure: run ii

***

Run i
Density functional theory data (ωB97M-V/def2-TZVPD) for a molecular structure, AsF6H18O9.

Calculated values
LUMO level: 2.156 eV
frontier orbital gap: 0.3500 hartree
HOMO energy: -7.4 eV
total charge: -1

Each line ends with the natural charge from an NBO analysis.
Atoms and positions in Å:
As (22.803, -7.219, -1.270)  2.8205
F (21.303, -6.468, -1.890)  -0.6223
F (21.869, -8.597, -0.528)  -0.6352
F (24.382, -7.960, -0.823)  -0.6207
F (22.836, -8.162, -2.804)  -0.6583
F (23.692, -5.958, -2.195)  -0.6222
F (22.574, -6.195, 0.129)  -0.6163
O (24.086, -9.328, 1.778)  -0.9380
O (19.079, -9.288, -0.813)  -0.9464
O (20.498, -3.894, 0.660)  -0.9438
O (22.266, -6.589, -5.083)  -0.9643
O (23.369, -5.001, 2.171)  -0.9491
O (22.876, -4.251, -4.045)  -0.9898
O (27.997, -8.601, -0.549)  -0.9311
O (22.460, -10.022, -4.771)  -0.9569
O (22.813, -11.121, -0.862)  -0.9546
H (22.949, -5.317, 1.370)  0.4879
H (22.854, -7.210, -5.514)  0.4765
H (24.104, -8.503, 2.264)  0.4643
H (22.672, -10.468, -0.177)  0.4884
H (27.203, -8.384, -0.060)  0.4701
H (22.387, -4.762, -4.689)  0.4841
H (22.450, -10.924, -4.451)  0.4638
H (18.907, -10.022, -0.222)  0.4567
H (24.786, -9.240, 1.131)  0.4739
H (23.638, -5.797, 2.630)  0.4426
H (21.951, -7.055, -4.309)  0.4944
H (28.350, -9.371, -0.105)  0.4615
H (20.555, -3.624, -0.256)  0.4736
H (23.219, -4.901, -3.432)  0.4823
H (22.786, -9.509, -4.032)  0.4862
H (20.263, -4.821, 0.623)  0.4711
H (19.913, -8.928, -0.511)  0.4863
H (23.305, -10.657, -1.539)  0.4648

***

Run ii
Density functional theory data (ωB97M-V/def2-TZVPD) for a molecular structure, AsF6H18O9.

Calculated values
LUMO level: 2.776 eV
frontier orbital gap: 0.3984 hartree
HOMO energy: -8.1 eV
total charge: -1

Each line ends with the natural charge from an NBO analysis.
Atoms and positions in Å:
As (-0.082, -0.442, 0.005)  2.8676
F (-1.690, -1.033, -0.123)  -0.6304
F (-0.730, 1.118, 0.432)  -0.6518
F (-0.089, -0.811, 1.704)  -0.6389
F (1.500, 0.234, 0.182)  -0.6479
F (0.645, -1.953, -0.339)  -0.6310
F (-0.112, -0.059, -1.644)  -0.6204
O (-4.154, -0.131, -1.086)  -0.9698
O (0.855, -4.156, -2.080)  -0.9572
O (3.901, 1.581, -0.924)  -0.9567
O (1.115, -0.991, -3.986)  -0.9620
O (2.939, 0.417, 2.694)  -0.9517
O (1.046, 3.466, -0.499)  -0.9474
O (-1.071, 1.484, 3.326)  -0.9509
O (-2.965, 2.457, -0.476)  -0.9709
O (-1.640, -2.908, 2.879)  -0.9583
H (0.694, 2.695, -0.037)  0.4825
H (-4.738, -0.895, -1.074)  0.4714
H (-3.453, 1.625, -0.506)  0.4820
H (1.310, -1.920, -3.830)  0.4675
H (3.755, 2.107, -1.715)  0.4694
H (-2.419, -2.428, 3.172)  0.4623
H (0.859, -3.355, -1.533)  0.4905
H (1.764, -4.466, -2.064)  0.4600
H (-1.093, -2.230, 2.455)  0.4887
H (-0.441, 0.894, 2.892)  0.4855
H (3.062, 1.123, -0.791)  0.4846
H (2.652, -0.088, 1.924)  0.4813
H (0.790, -0.669, -3.131)  0.4860
H (-1.064, 2.277, 2.783)  0.4636
H (-3.295, -0.473, -0.794)  0.4958
H (0.801, 4.214, 0.054)  0.4626
H (3.440, 1.149, 2.320)  0.4691
H (-2.095, 2.168, -0.191)  0.4748

***

Least stable structure: run i

***

Run i
Density functional theory data (ωB97M-V/def2-TZVPD) for a gas-phase ion, C4ClO3 (charge -1).

Calculated values
LUMO level (spin up / spin down): 3.458 / 3.458 eV
frontier orbital gap (spin up / spin down): 0.2300 / 0.2300 hartree
HOMO energy (spin up / spin down): -2.8 / -2.8 eV
total charge: -1

Each line ends with the natural charge from an NBO analysis.
Atoms and positions in Å:
Cl (1.024, -0.506, 2.144)  -0.0731
O (-0.587, 2.306, 0.195)  -0.5240
O (1.172, -0.049, -1.961)  -0.6088
O (-1.280, -1.876, -0.207)  -0.6866
C (-0.431, -0.974, -0.280)  0.2792
C (0.223, -0.179, -1.215)  0.4045
C (-0.005, 0.010, 0.826)  -0.3844
C (-0.116, 1.268, 0.498)  0.5932

***

Run ii
Density functional theory data (ωB97M-V/def2-TZVPD) for 2 unconnected molecules or ions with the total composition C4ClO3.

Calculated values
LUMO level: 3.817 eV
frontier orbital gap: 0.3136 hartree
HOMO energy: -4.7 eV
total charge: -1

Each line ends with the natural charge from an NBO analysis.
Atoms and positions in Å:
Cl (-1.513, 0.900, -0.491)  -0.4416
O (-2.497, -1.882, 0.116)  -0.5461
O (0.648, 2.609, -0.765)  -0.5637
O (2.066, -1.695, 0.672)  -0.5786
C (1.380, 0.449, -0.187)  -0.6504
C (1.584, -0.722, 0.216)  0.6464
C (0.528, 1.456, -0.422)  0.6597
C (-2.196, -1.115, 0.861)  0.4742

***

Least stable structure: run i

***

Run i
Density functional theory data (ωB97M-V/def2-TZVPD) for 2 unconnected molecules or ions with the total composition C11H10F3N.

Calculated values
LUMO level: 0.442 eV
frontier orbital gap: 0.3193 hartree
HOMO energy: -8.2 eV
total charge: 0

Each line ends with the natural charge from an NBO analysis.
Atoms and positions in Å:
F (3.278, 2.102, 2.172)  -0.3861
F (2.347, 2.760, 0.310)  -0.3438
F (4.365, 1.775, 0.301)  -0.3166
N (3.186, -1.355, 0.738)  -0.3000
C (-2.417, 0.687, -2.252)  -0.6343
C (2.228, -0.218, 0.713)  0.1369
C (-0.212, -0.447, -1.896)  -0.1968
C (0.165, 0.965, 0.413)  -0.1518
C (-1.189, 0.459, -1.463)  -0.0022
C (-0.952, 1.248, -0.307)  -0.2169
C (1.108, 0.016, -0.086)  -0.1571
C (3.166, 1.795, 0.805)  0.8813
C (2.431, -1.218, 3.252)  -0.6906
C (0.915, -0.747, -1.240)  -0.1853
C (2.569, -1.021, 1.833)  0.2676
H (0.400, 1.694, 1.274)  0.2298
H (-2.735, 1.716, -2.080)  0.2180
H (3.504, -1.388, 3.722)  0.2516
H (-1.708, 1.789, 0.161)  0.2117
H (2.089, -0.428, 3.885)  0.2564
H (1.749, -1.993, 3.399)  0.2547
H (1.724, -1.255, -1.599)  0.2262
H (-0.531, -1.122, -2.779)  0.2045
H (-2.264, 0.569, -3.332)  0.2206
H (-3.266, 0.045, -2.021)  0.2223

***

Run ii
Density functional theory data (ωB97M-V/def2-TZVPD) for 2 unconnected molecules or ions with the total composition C11H10F3N.

Calculated values
LUMO level: -0.129 eV
frontier orbital gap: 0.3197 hartree
HOMO energy: -8.8 eV
total charge: 0

Each line ends with the natural charge from an NBO analysis.
Atoms and positions in Å:
F (-5.114, -1.216, -0.770)  -0.3229
F (-6.099, -2.930, -1.525)  -0.3320
F (-5.223, -3.015, 0.392)  -0.3576
N (-1.708, -2.522, 1.573)  -0.2904
C (-0.149, 0.215, 1.693)  -0.1435
C (0.627, 1.405, 1.673)  -0.2130
C (0.466, -0.290, -0.639)  -0.1624
C (-1.121, -1.723, 0.711)  0.2639
C (1.327, 1.669, 0.514)  0.0438
C (-2.388, -3.684, -0.693)  -0.6044
C (-1.723, -2.873, 0.131)  0.1171
C (1.157, 0.858, -0.635)  -0.2129
C (-4.980, -2.533, -0.888)  0.8974
C (2.077, 2.997, 0.381)  -0.6220
C (-0.308, -0.491, 0.517)  -0.1453
H (-3.021, -4.447, -0.365)  0.2150
H (1.575, 1.262, -1.530)  0.2106
H (-0.864, 0.221, 2.480)  0.2284
H (2.968, 2.716, -0.117)  0.2204
H (0.531, 2.211, 2.428)  0.2192
H (-2.082, -3.887, -1.740)  0.2178
H (0.234, -0.759, -1.618)  0.2350
H (-4.186, -2.825, -1.158)  0.1073
H (1.460, 3.653, -0.085)  0.2195
H (2.193, 3.292, 1.344)  0.2110

***

Least stable structure: run ii

***

Run i
Density functional theory data (ωB97M-V/def2-TZVPD) for a molecular structure, CH4Cl2N2OS2.

Calculated values
LUMO level (spin up / spin down): -1.561 / -1.560 eV
frontier orbital gap (spin up / spin down): 0.2770 / 0.2772 hartree
HOMO energy (spin up / spin down): -9.1 / -9.1 eV
total charge: 0

Each line ends with the natural charge from an NBO analysis.
Atoms and positions in Å:
Cl (-2.315, 0.915, -3.038)  0.5190
Cl (-0.642, 3.076, -2.783)  0.0672
S (-3.324, 0.378, -1.097)  -0.2419
S (-2.130, -1.449, -0.430)  1.4053
O (-2.098, -1.194, 0.990)  -0.8964
N (-2.149, 2.468, -3.378)  -0.6094
N (-0.627, -1.166, -1.101)  -0.8453
C (0.087, 0.020, -0.674)  -0.4592
H (-0.382, -1.255, -2.056)  0.4120
H (0.164, 0.267, 0.352)  0.2401
H (-0.143, 0.848, -1.427)  0.2035
H (1.184, -0.140, -0.993)  0.2051

***

Run ii
Density functional theory data (ωB97M-V/def2-TZVPD) for a single CH4Cl2N2OS2 molecule.

Calculated values
LUMO level: -0.433 eV
frontier orbital gap: 0.3158 hartree
HOMO energy: -9.0 eV
total charge: 0

Each line ends with the natural charge from an NBO analysis.
Atoms and positions in Å:
Cl (3.164, -1.541, -0.626)  0.1301
Cl (1.082, -0.859, -2.505)  0.1527
S (0.563, -1.269, 0.448)  1.0009
S (-0.562, -2.784, 0.656)  -0.3952
O (-1.240, 1.795, 1.482)  -0.7005
N (1.489, -1.703, -1.059)  -0.6546
N (-0.499, -0.015, 0.026)  -0.8456
C (-0.413, 1.383, 0.413)  0.0835
H (-2.161, 1.777, 1.197)  0.4688
H (0.613, 1.570, 0.732)  0.1898
H (-1.411, -0.336, -0.275)  0.4025
H (-0.624, 1.982, -0.489)  0.1677

***

Least stable structure: run i

***

Run i
Density functional theory data (ωB97M-V/def2-TZVPD) for a gas-phase ion, C3H7N2S2 (charge +1).

Calculated values
LUMO level (spin up / spin down): -8.374 / -8.365 eV
frontier orbital gap (spin up / spin down): 0.1370 / 0.1378 hartree
HOMO energy (spin up / spin down): -12.1 / -12.1 eV
total charge: +1

Each line ends with the natural charge from an NBO analysis.
Atoms and positions in Å:
S (2.390, 0.707, 2.628)  0.6150
S (3.697, -0.747, 2.562)  0.2372
N (0.999, -0.294, 0.640)  -0.2149
N (-1.672, -0.088, -1.746)  -0.8929
C (-1.243, 0.128, -0.422)  -0.2306
C (0.197, -0.519, -0.391)  -0.2726
C (1.068, 0.555, 1.545)  -0.2050
H (-1.979, -0.111, 0.294)  0.2271
H (0.739, 0.112, -1.188)  0.2897
H (-1.366, 0.372, -2.602)  0.3909
H (0.162, -1.603, -0.750)  0.2545
H (-1.059, 1.212, -0.268)  0.1858
H (0.273, 1.129, 1.887)  0.2121
H (-2.205, -0.852, -2.189)  0.4035

***

Run ii
Density functional theory data (ωB97M-V/def2-TZVPD) for 2 unconnected molecules or ions with the total composition C3H7N2S2.

Calculated values
LUMO level: -3.361 eV
frontier orbital gap: 0.3182 hartree
HOMO energy: -12.0 eV
total charge: +1

Each line ends with the natural charge from an NBO analysis.
Atoms and positions in Å:
S (-0.225, 3.477, 0.390)  0.2701
S (0.599, 3.183, -1.501)  -0.1213
N (0.627, -3.146, -1.049)  -0.8904
N (-0.476, -1.023, -0.105)  -0.4838
C (-0.413, 2.173, 1.491)  -0.2604
C (-0.532, 0.841, 1.680)  -0.4551
C (-0.479, -0.165, 0.676)  0.4558
H (0.194, -3.758, -1.741)  0.4359
H (-0.858, 0.647, 2.742)  0.2861
H (-0.650, 2.723, 2.397)  0.2528
H (0.061, -2.252, -0.848)  0.4620
H (1.398, -2.808, -1.532)  0.4214
H (0.992, -3.731, -0.245)  0.4506
H (-0.238, 3.840, -2.355)  0.1764

***

Least stable structure: run i